[1]
Here is a cluster of 8 separate species, C32H62BFN5O24 in total at a distorted geometry from the OMol25 dataset. Energies are from ωB97M-V with the def2-TZVPD basis set.

The geometry in XYZ format:
```
125
Properties=species:S:1:pos:R:3:forces:R:3
C 5.204 -3.028 -0.586 -1.08 -0.54 0.60
C 4.899 -1.788 0.228 0.72 0.33 0.26
O 3.743 -1.021 -0.214 0.27 -0.40 -0.59
C 2.781 -1.737 -0.818 -0.49 -0.38 -0.18
O 2.167 -2.651 -0.315 0.47 0.40 -0.03
C 2.433 -1.255 -2.214 -0.51 0.13 0.78
C 1.212 -0.288 -2.064 0.89 -0.51 -0.60
C -0.003 -1.060 -2.541 -0.42 -0.17 0.34
N -1.301 -0.435 -2.246 0.19 1.49 0.20
C -1.333 0.965 -1.813 -0.45 0.14 0.32
C -1.104 1.126 -0.325 0.52 0.39 0.30
N -0.855 2.223 0.247 -0.09 -0.04 -0.30
C -2.454 -1.053 -2.339 -0.22 -1.95 -0.54
N -3.666 -0.575 -2.045 -0.41 2.04 0.80
C -4.527 -1.510 -2.237 0.46 -0.32 -0.25
F -5.808 -1.403 -2.039 0.71 -0.51 -0.52
N -3.924 -2.619 -2.680 -1.65 -0.16 0.09
N -2.593 -2.345 -2.770 0.63 -0.08 0.01
B -1.710 -3.475 -3.295 1.29 -0.57 -0.14
C -0.876 -4.447 -2.398 -0.76 0.94 0.10
O -1.642 -3.618 -4.627 -0.43 0.41 0.04
H 4.516 -3.814 -0.281 -0.08 -0.19 -0.12
H 5.065 -2.894 -1.655 0.33 0.22 -0.16
H 6.190 -3.404 -0.347 0.32 0.19 -0.14
H 4.796 -1.988 1.290 -0.11 -0.24 0.09
H 5.741 -1.113 0.120 -0.09 0.39 0.02
H 2.118 -2.154 -2.733 0.14 -0.07 -0.40
H 3.267 -0.782 -2.715 0.12 0.07 -0.02
H 1.422 0.561 -2.702 -0.23 0.40 0.12
H 1.168 0.003 -1.021 -0.35 0.31 0.05
H 0.023 -2.016 -2.021 -0.05 -0.21 -0.09
H 0.084 -1.199 -3.619 0.02 -0.21 -0.13
H -0.652 1.570 -2.399 0.41 -0.11 -0.02
H -2.308 1.400 -2.013 -0.28 -0.25 -0.16
H -1.132 0.244 0.314 -0.17 -0.27 -0.16
H -0.829 2.984 -0.440 0.05 0.12 0.16
H -4.329 -3.513 -2.909 0.06 -0.09 -0.02
H -0.948 -4.145 -1.357 0.10 -0.31 0.23
H -1.228 -5.466 -2.535 0.11 -0.21 0.07
H 0.162 -4.375 -2.709 0.20 -0.22 -0.07
H -2.115 -2.922 -5.098 0.00 -0.11 -0.36
C 6.439 1.656 -0.732 -0.29 -0.03 0.16
O 7.428 1.412 -1.735 -0.02 -0.08 0.17
C 8.634 1.915 -1.454 0.11 -0.09 -0.10
O 8.929 2.524 -0.463 -0.09 0.07 0.15
O 9.446 1.625 -2.465 -0.01 -0.01 -0.08
C 10.788 2.109 -2.300 0.27 0.03 -0.07
H 5.515 1.200 -1.079 0.08 -0.04 -0.16
H 6.727 1.198 0.212 0.08 0.13 0.04
H 6.276 2.724 -0.600 0.11 0.01 0.07
H 11.251 1.667 -1.421 -0.06 0.09 0.07
H 10.797 3.194 -2.225 -0.03 -0.01 0.11
H 11.340 1.808 -3.184 -0.14 -0.07 -0.06
C 15.478 3.885 1.977 0.24 -0.04 0.05
O 14.188 4.404 2.306 0.04 0.01 0.04
C 13.263 4.210 1.368 -0.03 0.05 0.12
O 13.433 3.652 0.315 0.02 -0.06 -0.10
O 12.120 4.736 1.796 -0.02 0.07 0.01
C 11.037 4.593 0.873 -0.26 0.00 -0.07
H 16.129 4.108 2.817 -0.13 0.07 0.07
H 15.433 2.806 1.836 -0.04 0.02 -0.11
H 15.869 4.366 1.083 -0.06 -0.07 -0.07
H 10.822 3.545 0.689 0.06 0.00 -0.08
H 11.263 5.106 -0.062 0.06 -0.08 -0.03
H 10.166 5.055 1.327 0.10 0.04 0.16
C 2.298 0.572 2.433 -0.13 -0.09 -0.27
O 2.271 0.836 3.832 -0.08 0.01 -0.03
C 3.483 0.933 4.381 -0.08 0.02 0.12
O 4.528 0.814 3.796 0.09 -0.03 -0.09
O 3.334 1.180 5.677 -0.03 0.01 0.04
C 4.563 1.310 6.398 0.15 0.05 0.23
H 1.265 0.513 2.099 -0.06 0.07 0.19
H 2.797 1.378 1.898 0.11 -0.06 0.01
H 2.791 -0.377 2.230 0.10 0.06 -0.02
H 5.148 2.143 6.012 0.03 -0.07 -0.09
H 5.137 0.388 6.346 0.04 0.03 -0.11
H 4.299 1.509 7.432 -0.16 -0.01 -0.04
C -7.623 -1.557 4.432 -0.16 -0.09 0.34
O -8.008 -1.088 3.131 0.45 0.10 -0.14
C -6.981 -0.713 2.366 -0.06 -0.12 0.23
O -5.822 -0.742 2.678 0.16 -0.03 -0.01
O -7.450 -0.308 1.185 -0.12 -0.03 -0.10
C -6.439 0.121 0.277 -0.06 0.40 0.04
H -8.539 -1.833 4.947 -0.09 0.03 -0.15
H -6.982 -2.432 4.350 0.10 0.08 -0.04
H -7.122 -0.769 4.990 0.10 -0.02 -0.08
H -5.756 -0.690 0.070 0.18 -0.06 0.21
H -5.897 0.974 0.680 0.07 -0.07 0.06
H -6.941 0.421 -0.639 -0.17 -0.05 0.08
C -13.476 -5.151 4.219 -0.23 -0.08 0.12
O -12.563 -5.046 3.123 -0.03 -0.04 -0.03
C -11.475 -4.330 3.385 -0.09 -0.05 -0.07
O -11.215 -3.789 4.428 0.05 0.06 0.09
O -10.715 -4.309 2.290 0.07 -0.08 -0.07
C -9.510 -3.564 2.451 0.17 -0.09 -0.16
H -14.310 -5.754 3.874 0.08 -0.01 -0.15
H -13.004 -5.644 5.067 0.05 0.10 0.03
H -13.842 -4.168 4.509 0.10 0.02 0.06
H -8.889 -4.003 3.232 -0.06 0.07 0.08
H -9.728 -2.530 2.676 -0.05 0.03 0.12
H -8.974 -3.614 1.506 -0.15 -0.08 -0.08
C -14.176 2.136 0.309 -0.21 0.09 -0.10
O -13.148 2.175 1.301 -0.03 0.05 0.01
C -12.244 1.205 1.191 -0.02 0.08 0.07
O -12.233 0.341 0.353 0.01 -0.06 -0.08
O -11.352 1.356 2.166 0.03 -0.01 0.06
C -10.315 0.368 2.168 -0.13 0.11 0.08
H -14.839 2.972 0.512 0.09 0.04 0.13
H -13.754 2.249 -0.688 0.02 -0.11 0.00
H -14.741 1.208 0.377 0.08 -0.05 -0.06
H -9.749 0.412 1.246 -0.05 -0.09 -0.12
H -10.736 -0.624 2.312 -0.04 -0.02 -0.09
H -9.662 0.600 2.998 -0.11 0.19 0.11
C 6.554 1.740 -4.664 0.26 -0.03 -0.27
O 5.251 2.237 -4.317 -0.01 0.00 0.09
C 4.321 2.038 -5.242 0.18 0.07 0.10
O 4.472 1.495 -6.302 -0.08 -0.08 -0.09
O 3.166 2.546 -4.788 -0.15 -0.03 0.11
C 2.077 2.403 -5.698 -0.19 0.05 -0.04
H 7.208 1.960 -3.838 -0.09 0.10 0.15
H 6.523 0.662 -4.811 -0.05 0.02 -0.10
H 6.931 2.233 -5.558 -0.17 -0.07 -0.10
H 1.876 1.351 -5.898 0.09 0.00 -0.11
H 2.280 2.928 -6.629 0.04 -0.10 -0.05
H 1.209 2.851 -5.221 0.09 0.07 0.11
```
Positions in Å, forces in eV/Å.

* HOMO level: -11.84 eV
* total charge: +1
* LUMO level: -0.1154 Eh
* gap between HOMO and LUMO: 8.70 eV


[2]
Here is a cluster of 4 separate species, C16H21F3N3O13 in total at a distorted geometry from the OMol25 dataset. Energies are from ωB97M-V with the def2-TZVPD basis set.

The geometry in XYZ format:
```
56
Properties=species:S:1:pos:R:3:forces:R:3
N -0.522 1.606 1.035 0.76 -0.16 -0.46
N -1.252 2.745 0.673 -0.69 -0.04 0.11
C -2.684 2.628 0.766 0.00 0.46 0.82
C -3.305 3.993 0.419 0.05 -0.37 -0.25
C -4.749 4.162 0.884 0.04 1.31 -0.15
O -5.698 3.582 -0.025 0.02 -0.30 0.77
C -6.150 2.319 0.397 -0.09 -0.23 -0.66
C -7.637 2.306 0.737 0.78 -0.93 0.39
F -8.428 2.815 -0.204 -0.19 0.50 -0.25
F -7.929 2.880 1.910 -0.10 0.66 0.05
F -8.007 1.012 0.885 -0.12 -0.32 -0.11
N -3.291 1.564 -0.135 0.33 0.40 -1.27
C -2.849 1.519 -1.266 0.66 -0.55 1.01
O -2.281 1.374 -2.283 -0.54 0.11 -0.40
C -3.032 2.214 2.251 -0.07 0.59 1.01
O -3.506 1.091 2.462 -0.15 -0.39 -0.50
O -2.812 3.122 3.086 0.10 0.04 -0.55
H -1.029 0.741 0.884 -0.17 0.10 -0.01
H -0.233 1.643 2.003 -0.31 0.21 0.09
H -0.936 3.147 -0.201 0.05 -0.30 -0.11
H -2.639 4.762 0.825 -0.38 -0.16 0.33
H -3.296 4.148 -0.675 -0.02 -0.16 0.20
H -4.913 3.845 1.919 0.16 -0.23 -0.25
H -4.967 5.242 0.870 0.00 -0.22 -0.03
H -6.022 1.616 -0.438 -0.12 0.05 0.21
H -5.595 1.904 1.248 -0.10 0.10 -0.09
C 1.512 -2.475 3.078 0.03 -0.31 -0.03
C 1.911 -1.403 2.096 0.08 0.01 -0.36
O 1.062 -0.310 2.458 0.04 -0.38 0.41
C 0.700 -0.482 3.757 -0.08 0.12 -0.02
O 0.141 0.329 4.413 0.07 0.05 0.08
O 1.076 -1.714 4.206 0.02 0.10 -0.14
H 2.338 -3.128 3.346 -0.02 0.07 0.15
H 0.680 -3.084 2.717 -0.01 0.06 -0.01
H 2.949 -1.096 2.214 -0.03 0.01 0.07
H 1.743 -1.697 1.063 -0.11 0.18 -0.01
C 5.995 -1.567 -1.038 0.12 0.22 -0.36
C 6.042 -1.026 0.370 0.22 0.30 0.12
O 4.873 -1.597 0.962 0.16 -0.25 -0.29
C 4.560 -2.716 0.259 -0.17 -0.10 -0.04
O 3.742 -3.513 0.586 0.02 0.02 0.10
O 5.306 -2.809 -0.869 0.02 0.09 0.18
H 6.984 -1.729 -1.461 -0.06 -0.21 0.01
H 5.417 -0.934 -1.714 -0.07 -0.03 0.05
H 6.920 -1.368 0.922 -0.04 -0.04 -0.01
H 6.001 0.060 0.407 -0.19 -0.03 0.10
C 2.832 -4.327 -4.889 -0.13 -0.25 -0.14
C 4.218 -3.752 -5.067 0.25 -0.13 -0.17
O 4.083 -2.442 -4.514 -0.12 -0.14 0.02
C 3.040 -2.468 -3.639 -0.10 0.09 0.23
O 2.774 -1.589 -2.890 0.11 0.04 0.04
O 2.354 -3.633 -3.738 0.19 0.11 -0.12
H 2.839 -5.401 -4.717 -0.08 0.05 0.18
H 2.175 -4.106 -5.733 0.03 0.04 0.01
H 4.973 -4.299 -4.499 -0.05 0.01 0.04
H 4.525 -3.702 -6.109 0.00 0.20 0.03
```
Positions in Å, forces in eV/Å.

* HOMO level: -4.49 eV
* total charge: -1
* LUMO level: 0.0616 Eh
* gap between HOMO and LUMO: 6.17 eV


[3]
Here is an isolated molecule of C4H6ClN3O at a distorted geometry from the OMol25 dataset. Energies are from ωB97M-V with the def2-TZVPD basis set.

The geometry in XYZ format:
```
15
Properties=species:S:1:pos:R:3:forces:R:3
C -0.881 -0.352 1.372 -0.22 -0.26 2.43
C -0.784 0.814 0.613 -0.22 0.86 -1.56
C 2.666 0.986 0.612 -1.27 1.00 0.60
C 1.525 -0.572 -0.830 0.02 -2.08 3.08
N 0.410 1.275 0.326 -2.27 2.41 0.05
N 1.508 0.582 0.063 2.90 -1.83 0.52
N -1.900 1.722 0.597 1.96 -1.19 0.52
O -0.426 -1.530 1.126 1.56 -0.57 0.00
Cl 4.053 -0.045 0.277 -0.34 0.12 -0.24
H 2.105 -1.360 -0.172 -1.45 0.95 -1.99
H 0.536 -0.890 -1.106 -0.28 -0.11 0.01
H 2.091 -0.293 -1.646 1.20 0.18 -1.92
H -2.730 1.316 0.237 -0.73 -0.58 -0.09
H -1.696 2.558 0.097 0.47 0.60 -0.32
H -0.058 -1.941 1.965 -1.32 0.50 -1.10
```
Positions in Å, forces in eV/Å.

* HOMO level (spin up / spin down): -8.43 / -8.43 eV
* energy above the lowest of the compared OMol25 structures with the same formula, charge and spin: 159.1 kcal per mole
* LUMO level (spin up / spin down): -0.0267 / -0.0265 Eh
* gap between HOMO and LUMO (spin up / spin down): 7.70 / 7.71 eV


[4]
Here is a structure of composition C5H8O2 from the OMol25 dataset. Energies are from ωB97M-V with the def2-TZVPD basis set.

The geometry in XYZ format:
```
15
Properties=species:S:1:pos:R:3:forces:R:3
C -2.371 -0.057 -0.551 -0.08 0.02 -0.02
C -1.041 -0.425 0.094 -0.03 -0.09 0.10
C 0.127 0.303 -0.582 -0.01 -0.03 -0.10
C 1.453 -0.157 -0.083 -0.47 0.32 -0.10
O 1.596 0.077 1.197 0.31 -0.01 -0.57
C 3.047 0.086 0.991 0.66 0.38 0.41
O 3.644 1.114 1.038 -0.27 -0.57 0.10
H -2.588 1.010 -0.429 0.03 -0.15 -0.02
H -3.194 -0.624 -0.106 0.09 0.09 -0.05
H -2.352 -0.275 -1.625 -0.03 0.03 0.16
H -0.877 -1.507 0.017 -0.05 0.13 0.01
H -1.042 -0.179 1.162 -0.04 -0.06 -0.14
H 0.087 0.187 -1.670 -0.01 -0.05 0.18
H 0.085 1.380 -0.354 -0.05 -0.12 -0.05
H 3.426 -0.932 0.901 -0.06 0.11 0.10
```
Positions in Å, forces in eV/Å.

* HOMO level: -9.01 eV
* energy above the lowest of the compared OMol25 structures with the same formula, charge and spin: 78.7 kcal per mole
* LUMO level: 0.0096 Eh
* gap between HOMO and LUMO: 9.27 eV


no.,E (eV)
1,-94168.561
2,-56174.070
3,-23278.441
4,-9406.420